(1)
Computed, not measured: a structure of composition C44H51BN8S4Ti at a distorted geometry, with ωB97M-V with the def2-TZVPD basis set.

Values from the calculation:
Max |F| (eV/Å): 1.473
Net charge: +2
LUMO energy (eV): -5.985
Spin multiplicity: 1

Geometry as XYZ:
```
109
Properties=species:S:1:pos:R:3:forces:R:3
Ti -0.2532 -1.0650 3.1452 -0.11 0.14 -1.46
C 5.2928 0.2252 2.2036 -0.06 -0.02 -0.03
C 4.1724 0.6101 1.2980 0.06 -0.10 0.12
C 4.3325 1.5225 0.2999 0.01 0.09 -0.04
C 3.2831 1.8854 -0.5985 -0.01 0.00 0.04
N 2.1616 1.2594 -0.3974 0.04 -0.01 0.00
N 1.9681 0.3893 0.6138 -0.27 0.12 -0.27
B 0.7939 0.5299 -0.3031 -0.10 -0.04 0.24
N 0.5590 -0.6074 -1.2698 0.11 0.20 0.06
N 1.0165 -0.3972 -2.5217 -0.05 -0.13 -0.01
C 0.7592 -1.3168 -3.4106 -0.01 0.07 -0.04
C 0.0438 -2.4915 -3.0521 -0.02 -0.05 -0.14
C -0.4107 -2.6978 -1.7904 -0.08 -0.13 0.09
C -1.1876 -3.9146 -1.3977 0.07 0.04 -0.01
C -0.1272 -1.6685 -0.8418 0.00 0.03 0.00
S -0.8002 -1.7532 0.7344 -0.09 -0.06 0.12
C 1.2169 -1.1105 -4.8439 -0.01 -0.06 0.05
C 2.2195 -2.2223 -5.1916 0.00 0.00 -0.03
C -0.0100 -1.1997 -5.7661 -0.03 0.00 0.01
C 1.8776 0.2503 -5.0310 0.05 0.03 0.00
N -0.4609 1.3452 0.0074 0.39 -0.21 -0.13
N -1.1273 1.5177 -1.1521 -0.01 0.07 0.09
C -2.2141 2.2328 -1.1393 -0.09 0.03 -0.04
C -2.6627 2.8300 0.0682 -0.07 0.02 -0.08
C -1.9911 2.6490 1.2368 -0.02 0.06 0.17
C -2.4498 3.2650 2.5220 0.04 0.01 -0.06
C -0.8229 1.8278 1.1996 -0.07 -0.05 0.12
S 0.0951 1.4768 2.6209 -0.14 0.01 -0.06
C -2.9859 2.3860 -2.4375 -0.01 -0.02 0.06
C -2.2942 1.6343 -3.5739 0.01 -0.02 -0.02
C -3.0794 3.8773 -2.7873 0.00 0.03 -0.02
C -4.3960 1.8070 -2.2220 0.05 -0.01 0.02
C 2.8651 -0.0046 1.5015 0.17 0.01 0.08
S 2.4862 -1.0823 2.7240 -0.10 -0.02 0.14
C 3.4167 2.9169 -1.6881 0.03 -0.04 0.07
C 3.8868 4.2259 -1.0330 0.01 0.04 -0.05
C 2.0745 3.1351 -2.3825 -0.05 0.03 0.00
C 4.4698 2.4214 -2.6906 0.02 0.00 -0.04
H 6.1837 0.8133 1.9989 0.00 0.00 0.00
H 5.5253 -0.8344 2.0763 -0.01 0.00 0.00
H 4.9974 0.3524 3.2457 -0.01 0.02 0.00
H 5.2956 1.9988 0.1722 -0.02 -0.01 -0.01
H -0.1559 -3.2360 -3.8118 0.03 0.01 0.00
H -1.3025 -4.5852 -2.2465 0.00 0.01 0.01
H -2.1763 -3.6394 -1.0265 0.01 0.01 -0.02
H -0.6796 -4.4450 -0.5908 0.00 0.00 0.00
H 1.7877 -3.2194 -5.0856 -0.01 0.03 0.00
H 3.1068 -2.1649 -4.5576 -0.02 0.00 -0.01
H 2.5364 -2.1129 -6.2294 0.00 0.00 0.02
H -0.5142 -2.1652 -5.7003 0.02 0.02 -0.01
H 0.3074 -1.0695 -6.8012 0.00 0.01 0.02
H -0.7358 -0.4159 -5.5329 0.04 -0.04 0.00
H 2.7679 0.3542 -4.4091 -0.04 -0.01 -0.02
H 1.1923 1.0646 -4.7900 0.00 -0.01 0.00
H 2.1771 0.3557 -6.0744 0.01 0.01 0.03
H -3.5634 3.4313 0.0589 0.01 -0.01 -0.01
H -3.3803 3.8091 2.3733 0.02 0.00 0.01
H -1.6947 3.9532 2.9053 0.00 -0.01 0.00
H -2.5977 2.5052 3.2896 -0.01 -0.02 -0.01
H -1.2813 2.0051 -3.7451 -0.03 0.00 0.02
H -2.8703 1.7714 -4.4892 0.01 0.00 -0.01
H -2.2310 0.5638 -3.3663 -0.01 0.02 0.01
H -2.0932 4.2956 -2.9985 -0.01 -0.01 0.01
H -3.5369 4.4655 -1.9901 -0.01 -0.02 0.00
H -3.6967 4.0035 -3.6771 0.02 -0.01 -0.01
H -4.3460 0.7624 -1.9025 0.00 0.03 -0.03
H -4.9529 1.8456 -3.1584 0.01 0.01 0.01
H -4.9648 2.3708 -1.4797 0.02 -0.01 -0.01
H 3.1661 4.5832 -0.2949 0.01 -0.01 -0.01
H 3.9876 4.9893 -1.8051 0.00 0.00 0.02
H 4.8574 4.1189 -0.5465 -0.02 0.01 -0.02
H 1.3344 3.5488 -1.6908 0.03 -0.02 -0.02
H 1.6793 2.2098 -2.8034 0.02 -0.01 0.00
H 2.2077 3.8523 -3.1924 -0.02 -0.01 0.01
H 5.4614 2.3541 -2.2405 -0.02 -0.01 0.01
H 4.5297 3.1269 -3.5196 0.02 0.00 0.01
H 4.2063 1.4431 -3.0955 -0.01 0.03 0.01
S 1.0342 -4.6868 5.3392 0.06 -0.19 0.10
C 0.5487 -5.2804 3.8110 0.02 -0.08 0.03
C 0.1017 -4.2959 2.9861 -0.03 0.17 0.05
C 0.1351 -3.0083 3.6029 0.10 -0.12 0.00
C 0.6330 -3.0921 4.8864 -0.02 0.16 0.09
C 0.7988 -1.9064 5.7182 -0.06 -0.05 -0.13
C 1.2498 -1.9004 7.0280 0.06 -0.07 0.10
C 1.3356 -0.7010 7.7062 0.01 0.02 0.05
C 0.9594 0.4760 7.0683 0.03 0.02 0.08
C 0.5192 0.4085 5.7691 0.02 -0.14 -0.14
N 0.4487 -0.7550 5.0966 0.10 0.13 0.53
H 0.6188 -6.3375 3.6038 0.00 0.02 0.01
H -0.2529 -4.4769 1.9820 0.00 0.02 0.00
H 1.5239 -2.8327 7.5030 0.00 0.02 0.01
H 1.6865 -0.6796 8.7296 -0.01 0.00 -0.01
H 1.0026 1.4305 7.5716 0.00 0.00 0.00
H 0.2108 1.2944 5.2323 -0.02 0.02 -0.01
C -2.1726 -0.8260 3.9149 -0.18 -0.20 0.08
C -3.0289 -1.5332 2.9108 0.15 0.20 0.28
C -3.1196 -2.9266 2.8975 0.02 -0.07 -0.04
C -3.7968 -3.5848 1.8850 0.03 -0.01 0.01
C -4.4020 -2.8492 0.8705 -0.02 -0.09 -0.22
C -4.3872 -1.4552 0.9132 -0.01 0.02 -0.06
C -3.7095 -0.8126 1.9264 0.07 0.13 -0.09
C -5.0119 -3.5225 -0.2519 -0.09 0.08 0.29
N -5.4985 -4.0546 -1.1465 0.11 0.02 -0.06
H -2.2192 -1.2853 4.9023 0.01 -0.06 0.02
H -2.4158 0.2326 4.0010 0.02 0.03 0.02
H -2.6293 -3.5012 3.6724 -0.02 -0.01 0.02
H -3.8456 -4.6657 1.8663 0.00 0.02 0.01
H -4.8956 -0.8922 0.1409 0.00 -0.01 0.02
H -3.6732 0.2716 1.9414 -0.03 -0.01 0.03
```
Positions in Å, forces in eV/Å.

These are the Mulliken partial charges, in e, on atoms 1 to 4:
1 Ti -0.543
2 C -1.893
3 C 0.384
4 C -1.128



(2)
Computed, not measured: a structure of composition C44H51Cl2N5SSeTl, with ωB97M-V with the def2-TZVPD basis set.

Values from the calculation:
Max |F| (eV/Å): 0.128
Net charge: -1
LUMO energy (eV): 1.676
Spin multiplicity: 1

Geometry as XYZ:
```
105
Properties=species:S:1:pos:R:3:forces:R:3
Tl -0.9568 0.5786 -0.1979 -0.04 0.11 0.00
Cl 0.4923 3.7265 1.0403 -0.01 0.06 -0.03
C -0.2514 4.5905 -0.2772 -0.09 -0.09 0.02
C 0.5298 5.5130 -0.9458 0.01 0.03 -0.05
C 0.0080 6.2014 -2.0312 0.02 -0.01 0.03
C -1.2935 5.9418 -2.4277 -0.03 -0.01 0.00
C -2.0588 5.0199 -1.7331 0.01 0.00 -0.03
Cl -3.6867 4.7639 -2.3064 0.00 0.00 0.00
C -1.5941 4.2994 -0.6142 0.09 0.06 0.03
S -2.5716 3.1895 0.2811 -0.02 -0.08 0.02
H 1.5475 5.6740 -0.6169 0.01 -0.01 0.00
H 0.6098 6.9258 -2.5646 0.00 -0.01 0.00
H -1.7289 6.4522 -3.2763 0.00 0.00 0.00
C 2.7082 1.3613 -4.0354 -0.01 0.00 0.00
C 1.7747 1.6687 -2.8607 0.02 -0.01 -0.02
C 0.7440 2.7279 -3.2509 -0.01 -0.01 0.01
C 2.5697 2.0683 -1.6273 0.02 0.04 -0.06
C 3.2521 3.2825 -1.6200 -0.02 -0.01 0.01
C 3.9821 3.6934 -0.5197 0.00 0.00 0.02
C 4.0178 2.9028 0.6186 0.03 0.01 -0.02
C 3.3379 1.6952 0.6694 0.00 0.03 0.01
C 3.3632 0.8340 1.9153 -0.01 0.00 -0.01
C 4.7165 0.1351 2.0610 0.00 0.00 -0.01
C 3.0071 1.6246 3.1725 -0.01 0.00 0.00
C 2.6486 1.2758 -0.4744 0.00 -0.03 0.07
N 1.9435 0.0459 -0.4151 -0.01 -0.05 0.03
C 2.3237 -0.8896 -1.1746 0.04 -0.03 -0.03
C 1.5415 -2.1304 -1.3536 0.02 0.00 0.02
N 0.5220 -2.4113 -0.6608 0.01 -0.02 0.01
C -0.2316 -3.5395 -1.0868 -0.03 0.02 0.00
C -0.2784 -4.6891 -0.2854 -0.01 -0.02 0.02
C -1.0215 -5.7704 -0.7440 0.01 0.00 -0.01
C -1.7235 -5.7178 -1.9365 0.00 0.01 -0.01
C -1.6958 -4.5591 -2.6896 0.00 -0.01 -0.01
C -0.9580 -3.4503 -2.2866 0.00 0.00 0.00
C -0.9961 -2.1879 -3.1345 0.01 0.00 0.00
C -2.4279 -1.7561 -3.4561 -0.01 -0.02 0.00
C -0.1892 -2.3544 -4.4252 0.00 -0.01 0.01
C 0.3638 -4.8117 1.0875 0.02 0.00 -0.01
C -0.5353 -4.1540 2.1375 -0.01 0.00 0.01
C 1.8077 -4.3174 1.2117 0.00 0.00 -0.01
H 2.1316 1.0322 -4.9029 0.00 0.00 0.00
H 3.4281 0.5794 -3.7834 0.00 0.01 -0.01
H 3.2741 2.2494 -4.3267 0.00 0.00 0.01
H 1.2147 0.7600 -2.6331 -0.03 0.04 0.00
H 1.2110 3.6888 -3.4740 0.01 0.01 -0.02
H 0.0201 2.8876 -2.4513 0.01 0.01 0.01
H 0.1959 2.4029 -4.1384 0.00 0.00 0.00
H 3.1992 3.9203 -2.4946 0.00 0.00 0.00
H 4.5083 4.6399 -0.5404 0.00 0.00 0.00
H 4.5715 3.2388 1.4869 0.00 0.00 0.00
H 2.5989 0.0660 1.7936 -0.01 0.00 -0.01
H 5.5192 0.8668 2.1862 0.00 0.00 0.00
H 4.9478 -0.4646 1.1776 0.00 0.00 0.00
H 4.7181 -0.5231 2.9327 0.00 0.00 0.00
H 3.7323 2.4166 3.3742 0.00 0.00 0.00
H 2.9886 0.9612 4.0391 0.00 -0.01 0.01
H 2.0185 2.0772 3.0795 0.00 -0.01 0.00
H 3.2077 -0.7838 -1.8148 -0.01 -0.01 0.01
H 1.8661 -2.7727 -2.1800 0.00 0.01 0.00
H -1.0562 -6.6686 -0.1372 0.00 0.00 0.00
H -2.3018 -6.5713 -2.2673 0.00 0.00 0.00
H -2.2652 -4.5063 -3.6095 0.00 0.00 0.00
H -0.5593 -1.3733 -2.5552 -0.01 -0.01 -0.02
H -2.9236 -2.4627 -4.1269 0.01 0.00 0.00
H -2.4148 -0.7822 -3.9506 0.00 0.00 0.01
H -3.0168 -1.6762 -2.5417 0.00 0.01 -0.01
H -0.6114 -3.1521 -5.0422 0.00 0.00 0.00
H 0.8534 -2.6109 -4.2270 0.00 0.00 0.00
H -0.2089 -1.4306 -5.0081 0.00 0.00 0.00
H 0.3850 -5.8863 1.2961 0.00 0.00 0.00
H -0.7173 -3.1091 1.8878 0.00 -0.01 0.00
H -0.0732 -4.2036 3.1274 0.00 0.00 0.00
H -1.5084 -4.6455 2.1790 -0.01 0.01 0.00
H 1.8601 -3.2307 1.2632 -0.01 0.01 0.00
H 2.4224 -4.6488 0.3714 0.00 -0.01 0.00
H 2.2468 -4.7150 2.1295 0.00 0.00 0.00
N 0.3634 -0.3197 7.4304 0.00 -0.01 0.00
C 0.1668 -0.1586 6.3074 0.00 0.01 -0.01
C -0.0805 0.0425 4.9061 0.01 0.01 0.03
C 0.4308 -0.8556 3.9705 0.03 -0.01 -0.02
C 0.1778 -0.6451 2.6221 -0.01 0.02 0.01
C -0.5770 0.4367 2.1510 0.01 -0.06 0.00
C -1.0593 1.3273 3.1196 -0.01 -0.01 -0.01
C -0.8238 1.1436 4.4749 -0.01 -0.01 0.00
H 1.0156 -1.7046 4.3075 0.00 0.00 0.00
H 0.5836 -1.3527 1.9049 0.01 -0.01 0.00
H -1.6310 2.1939 2.7988 0.01 0.01 0.00
H -1.2041 1.8465 5.2079 0.00 0.00 0.00
C -3.3108 -1.3986 3.5105 0.00 0.00 0.00
N -3.8903 -0.4715 2.5602 0.02 0.01 -0.01
C -4.4132 0.7719 2.8575 -0.02 -0.02 0.01
C -4.7940 1.3310 1.6930 0.07 0.02 -0.02
N -4.4860 0.4297 0.6929 -0.06 -0.02 0.00
C -4.7467 0.6227 -0.7214 0.00 0.00 -0.01
C -3.9341 -0.6839 1.2264 -0.02 0.00 0.07
Se -3.3652 -2.1948 0.3355 0.01 0.05 -0.02
H -3.3787 -0.9581 4.5026 0.00 0.00 0.00
H -2.2654 -1.5719 3.2610 0.02 0.00 0.01
H -3.8453 -2.3475 3.4780 0.00 0.00 0.00
H -4.4246 1.1589 3.8598 -0.01 -0.01 0.00
H -5.1801 2.3087 1.4712 0.00 0.01 -0.01
H -5.0475 1.6562 -0.8702 0.01 0.00 -0.01
H -5.5194 -0.0711 -1.0539 0.00 0.00 0.00
H -3.8357 0.4415 -1.2891 0.00 0.00 0.00
```
Positions in Å, forces in eV/Å.

These are the Mulliken partial charges, in e, on atoms 1 to 4:
1 Tl 0.194
2 Cl 0.071
3 C 0.206
4 C -0.698